No. 1
Computed, not measured: a structure of composition C17H42AsF6O16 in a non-equilibrium geometry, with the ωB97M-V functional and the def2-TZVPD basis.

Atoms and positions in Å:
As (4.7890, 22.0935, 22.6364)
F (3.8934, 22.3100, 21.1787)
F (3.7001, 23.1874, 23.4050)
F (5.6623, 21.8119, 24.1280)
F (5.8763, 20.9728, 21.8507)
F (5.9080, 23.3246, 22.1762)
F (3.8352, 20.7371, 23.1354)
O (8.8699, 20.9926, 25.0108)
H (7.9844, 21.1824, 25.3447)
H (8.7396, 20.8442, 24.0493)
O (8.5552, 20.7039, 22.1418)
H (7.6027, 20.6876, 21.9130)
H (8.9717, 20.1824, 21.4487)
C (3.5850, 17.0852, 22.6683)
C (2.3886, 17.0943, 23.5953)
C (1.0889, 17.6748, 23.0754)
O (0.1119, 16.6925, 23.5639)
C (0.7109, 15.6619, 24.1671)
O (0.1580, 14.7563, 24.6916)
O (2.0592, 15.7973, 24.1294)
H (3.8462, 18.0993, 22.3733)
H (3.3586, 16.5482, 21.7405)
H (4.3803, 16.5589, 23.1904)
H (2.7377, 17.6301, 24.4861)
H (0.8810, 17.6630, 22.0027)
H (0.7921, 18.6472, 23.4598)
C (1.0705, 24.6925, 24.5954)
C (0.7584, 24.4959, 23.1258)
C (0.0160, 23.1806, 22.8329)
O (-1.1951, 23.5665, 22.1824)
C (-1.3006, 24.9052, 22.1766)
O (-2.1158, 25.5283, 21.5917)
O (-0.2616, 25.4790, 22.8332)
H (0.2120, 24.3711, 25.1863)
H (1.4168, 25.7079, 24.7777)
H (1.8743, 24.0670, 24.9976)
H (1.6258, 24.5359, 22.4714)
H (-0.1875, 22.5382, 23.6896)
H (0.6096, 22.6001, 22.1230)
C (2.5923, 23.5277, 18.0963)
C (3.1964, 24.6287, 17.2668)
C (4.4566, 24.3208, 16.4802)
O (4.2898, 25.0688, 15.2766)
C (3.0097, 25.5029, 15.1923)
O (2.6115, 26.2901, 14.3941)
O (2.2790, 24.9727, 16.1955)
H (1.6454, 23.7997, 18.5474)
H (3.3369, 23.3217, 18.8740)
H (2.5315, 22.6008, 17.5246)
H (3.3368, 25.5335, 17.8635)
H (4.5882, 23.2720, 16.1981)
H (5.3487, 24.5848, 17.0477)
C (7.4150, 24.0364, 19.3391)
O (8.3301, 23.7266, 18.2803)
H (7.6924, 23.5081, 20.2581)
H (7.5692, 25.1008, 19.5127)
H (6.3520, 23.8245, 19.1984)
H (8.3890, 22.7675, 18.2326)
C (8.3903, 24.8599, 23.0970)
O (9.7856, 25.0845, 23.3241)
H (7.8335, 25.3020, 23.9240)
H (8.1060, 25.3646, 22.1742)
H (8.1443, 23.8029, 23.0203)
H (10.1266, 24.2847, 23.7356)
C (4.7317, 19.8872, 26.8789)
O (3.8282, 19.9674, 25.7801)
H (4.7693, 20.8398, 27.4195)
H (4.3496, 19.1416, 27.5806)
H (5.7253, 19.5479, 26.5705)
H (4.2543, 20.5039, 25.0933)
C (7.4194, 23.2632, 27.4007)
O (8.8076, 22.9337, 27.4843)
H (6.8158, 22.5449, 26.8525)
H (7.0470, 23.3894, 28.4164)
H (7.3767, 24.2417, 26.9196)
H (9.0711, 22.3525, 26.7575)
C (4.7979, 26.8659, 20.5803)
O (4.6056, 25.4810, 20.2710)
H (4.7090, 27.0402, 21.6543)
H (5.7820, 27.1804, 20.2261)
H (4.0123, 27.4436, 20.0897)
H (4.6454, 24.9508, 21.0701)

**HOMO-LUMO gap**: 10.25 eV
**Calculated total energy**: -128219.9132 eV
**Total charge**: -1
**LUMO**: 2.00 eV

Atom charges from the Löwdin analysis, given in e for atoms 1 to 4: atom 1 (As): 0.731, atom 2 (F): -0.232, atom 3 (F): -0.223, atom 4 (F): -0.247

---

No. 2
Computed, not measured: a cluster of 5 separate species, C17H42B2N3O11 in total in a non-equilibrium geometry, with the ωB97M-V functional and the def2-TZVPD basis.

Atoms and positions in Å:
N (3.7131, -2.6304, 0.5114)
B (2.9689, -2.4480, -0.7108)
O (3.1699, -3.3052, -1.7921)
N (1.9663, -1.3102, -0.9495)
N (2.7252, -0.0915, -0.8424)
C (0.7901, -1.3576, -0.0129)
B (-0.3472, -2.4233, -0.4259)
O (-1.0032, -2.4180, -1.6687)
O (-0.7278, -3.3990, 0.5112)
H (3.2776, -2.2192, 1.3274)
H (3.8572, -3.6213, 0.6897)
H (3.9656, -3.7938, -1.5801)
H (1.6918, -1.3572, -1.9361)
H (2.1707, 0.6908, -1.1800)
H (2.8750, 0.0983, 0.1455)
H (1.1784, -1.6257, 0.9831)
H (0.3875, -0.3277, 0.0290)
H (-0.7890, -3.2243, -2.1455)
H (-0.7908, -3.0203, 1.3892)
O (3.5967, -4.8834, 2.4585)
C (4.1841, -4.6243, 3.4793)
O (3.8963, -3.4886, 4.1246)
C (4.3918, -3.1681, 5.4343)
C (5.7652, -2.5340, 5.3662)
C (5.2896, -5.5061, 3.9892)
H (4.3662, -4.0437, 6.0838)
H (3.6830, -2.4536, 5.8511)
H (6.5026, -3.2143, 4.9391)
H (6.1013, -2.2414, 6.3611)
H (5.7431, -1.6487, 4.7290)
H (6.2156, -5.2456, 3.4772)
H (5.0353, -6.5399, 3.7627)
H (5.4397, -5.4496, 5.0644)
O (-5.8822, -3.3818, -5.4008)
C (-5.0212, -3.8387, -4.7059)
O (-5.2092, -5.0296, -4.1148)
C (-4.1814, -5.7447, -3.4255)
C (-4.0569, -5.2858, -1.9867)
C (-3.7662, -3.0604, -4.4098)
H (-3.2354, -5.6855, -3.9673)
H (-4.4844, -6.7908, -3.4470)
H (-3.7688, -4.2350, -1.9220)
H (-3.3119, -5.8817, -1.4566)
H (-5.0142, -5.3847, -1.4741)
H (-3.9605, -2.3701, -3.5893)
H (-3.4972, -2.4928, -5.2987)
H (-2.9070, -3.6832, -4.1673)
O (1.6949, 1.6762, 1.2189)
C (0.6922, 2.2591, 1.5623)
O (-0.0564, 2.8566, 0.6371)
C (-1.3549, 3.4195, 0.8978)
C (-1.2466, 4.8346, 1.4237)
C (0.3266, 2.3959, 3.0137)
H (-1.9351, 2.7702, 1.5558)
H (-1.8712, 3.4272, -0.0614)
H (-0.7203, 4.8702, 2.3782)
H (-2.2369, 5.2699, 1.5595)
H (-0.6823, 5.4578, 0.7276)
H (0.8729, 3.2376, 3.4382)
H (0.6204, 1.4834, 3.5303)
H (-0.7381, 2.5265, 3.1902)
O (-0.0974, 7.6596, -1.1677)
C (-1.0947, 7.7433, -1.8313)
O (-2.0724, 8.5750, -1.4466)
C (-3.2118, 8.8919, -2.2545)
C (-4.3108, 7.8630, -2.0888)
C (-1.3048, 6.8678, -3.0387)
H (-2.9229, 9.0316, -3.2973)
H (-3.5652, 9.8591, -1.8995)
H (-3.9903, 6.8741, -2.4200)
H (-5.1937, 8.1493, -2.6613)
H (-4.5886, 7.7721, -1.0377)
H (-1.6911, 5.9017, -2.7144)
H (-0.3430, 6.7220, -3.5269)
H (-1.9720, 7.2942, -3.7843)

**HOMO-LUMO gap**: 9.13 eV
**Calculated total energy**: -46654.6202 eV
**Total charge**: +1
**LUMO**: -2.60 eV

Atom charges from the Löwdin analysis, given in e for atoms 1 to 4: atom 1 (N): 0.234, atom 2 (B): -0.572, atom 3 (O): 0.182, atom 4 (N): -0.044

---

For each record above, in turn, the calculated molar mass values are 691.42 486.16 Da.